No. 1
This record from the Open Molecules 2025 dataset describes 2 unconnected molecules or ions with the total composition C5H5N3S at a distorted geometry. The level of theory is ωB97M-V/def2-TZVPD.

Each line ends with the Mulliken charge.
Element x y z (Å)
S  -2.97  0.23  1.12  -0.142
N  -0.95  -1.15  -2.99  -0.463
N  2.41  -0.01  -3.04  -0.279
N  -0.56  -0.07  1.98  -0.569
C  0.06  -0.64  -3.05  0.539
C  -0.46  -0.03  0.62  -0.137
C  1.17  -0.01  -2.68  -0.306
C  -1.70  0.08  -0.02  0.031
C  -1.77  0.04  2.38  -0.184
H  0.52  -0.01  -0.02  0.100
H  3.03  0.83  -2.73  0.306
H  2.80  -0.63  -3.73  0.228
H  -1.84  0.15  -1.10  0.332
H  -1.90  -0.20  3.33  0.545

Calculated values
Largest force on an atom (eV/A): 4.12
Charge: 0
Energy above the lowest of the compared OMol25 structures with the same formula, charge and spin (kJ/mol): 268.2
HOMO energy (eV): -8.76

=====

No. 2
This record from the Open Molecules 2025 dataset describes 11 unconnected molecules or ions with the total composition BF4H20O10 at a distorted geometry. The level of theory is ωB97M-V/def2-TZVPD.

Each line ends with the Mulliken charge.
Element x y z (Å)
F  -0.46  0.61  0.99  -0.291
F  0.06  -1.22  -0.30  -0.295
F  1.56  -0.40  1.16  -0.104
F  0.90  0.86  -0.66  -0.174
O  0.49  1.40  -3.27  -0.683
O  -0.73  3.27  -0.64  -0.615
O  -2.20  0.54  -1.71  -0.690
O  -2.61  -1.23  1.73  -0.688
O  -1.12  2.52  2.93  -0.581
O  1.50  2.21  2.10  -0.679
O  -1.81  -2.27  -3.02  -0.573
O  0.88  -3.32  1.63  -0.661
O  0.84  -2.45  -2.79  -0.722
O  3.62  -0.54  2.52  -0.642
B  0.52  -0.07  0.25  0.207
H  -2.72  -1.66  0.88  0.356
H  1.71  -2.96  1.33  0.292
H  -1.50  3.68  -0.25  0.249
H  -0.85  2.34  -0.47  0.323
H  2.72  -0.76  2.25  0.401
H  -2.02  -0.50  1.56  0.280
H  0.25  -2.60  1.49  0.357
H  0.67  -1.88  -2.04  0.338
H  4.04  -1.39  2.64  0.281
H  1.26  1.95  -3.15  0.293
H  1.63  -2.93  -2.55  0.292
H  -1.66  0.43  -0.93  0.150
H  -0.90  -2.05  -2.83  0.330
H  0.49  0.82  -2.50  0.346
H  -1.88  -2.24  -3.97  0.279
H  1.62  1.66  1.33  0.291
H  -1.35  3.20  3.56  0.227
H  -1.89  1.95  2.89  0.266
H  0.55  2.23  2.24  0.428
H  -1.59  0.79  -2.40  0.412

Calculated values
Largest force on an atom (eV/A): 2.22
Charge: -1
Energy above the lowest of the compared OMol25 structures with the same formula, charge and spin (kJ/mol): 144.0
HOMO energy (eV): -7.07

=====

No. 3
This record from the Open Molecules 2025 dataset describes a single C2ClFN2 molecule at a distorted geometry. The level of theory is ωB97M-V/def2-TZVPD.

Each line ends with the Mulliken charge.
Element x y z (Å)
Cl  1.16  -1.71  0.00  -0.096
F  2.27  1.10  0.01  -0.132
N  0.89  0.94  -0.02  -0.224
N  -2.17  -0.47  0.03  -0.274
C  -1.05  -0.37  -0.06  0.160
C  0.38  -0.19  0.03  0.567

Calculated values
Largest force on an atom (eV/A): 2.96
Charge: 0
SMILES: N#C/C(Cl)=N/F
Energy above the lowest of the compared OMol25 structures with the same formula, charge and spin (kJ/mol): 0.0
HOMO energy (eV): -11.97

=====

No. 4
This record from the Open Molecules 2025 dataset describes 3 unconnected molecules or ions with the total composition C3H15N2O2 at a distorted geometry. The level of theory is ωB97M-V/def2-TZVPD.

Each line ends with the Mulliken spin population.
Element x y z (Å)
O  -2.23  -1.28  0.92  0.012
O  -0.05  -0.34  2.83  0.003
N  -0.03  1.41  0.45  -0.001
N  0.03  -1.34  -1.18  0.900
C  0.49  1.27  -2.07  0.011
C  1.06  -0.67  -0.36  0.017
C  1.01  0.84  -0.71  0.030
H  0.05  -2.32  -1.45  -0.014
H  1.25  0.90  -2.80  -0.003
H  -0.69  0.34  3.07  0.000
H  2.10  -1.14  -0.52  0.008
H  -0.40  0.76  -2.47  0.006
H  0.43  2.24  0.79  0.000
H  -1.56  -1.76  1.40  -0.001
H  -0.89  1.64  -0.04  0.000
H  -2.74  -1.87  0.36  0.000
H  1.89  1.42  -0.46  -0.003
H  -0.90  -1.15  -0.71  -0.019
H  -0.10  -1.23  3.17  0.000
H  -0.21  0.81  1.26  -0.002
H  0.62  2.35  -2.17  -0.001
H  0.87  -0.88  0.70  0.054

Calculated values
Multiplicity: 2
Largest force on an atom (eV/A): 3.47
Charge: +2
Expectation value of S²: 0.75
Energy above the lowest of the compared OMol25 structures with the same formula, charge and spin (kJ/mol): 61.2
HOMO energy (spin up / spin down) (eV): -19.96 / -19.97

=====

No. 5
This record from the Open Molecules 2025 dataset describes a molecular structure, C22H26I2MoN6OS2 at a distorted geometry. The level of theory is ωB97M-V/def2-TZVPD.

Each line ends with the Mulliken charge.
Element x y z (Å)
I  -2.96  0.66  0.59  0.323
I  -0.46  3.08  0.21  0.336
Mo  -0.25  0.14  0.09  0.502
S  0.14  0.06  2.40  -0.113
S  2.57  0.69  3.98  -0.045
O  0.05  0.23  -1.68  -0.382
N  -0.76  -4.05  -0.06  0.578
N  -0.35  -1.96  0.05  0.659
N  1.92  0.21  0.12  0.799
N  0.74  -2.67  0.50  0.023
N  2.58  0.47  1.34  -0.873
N  0.49  -3.91  0.44  -0.757
C  1.88  0.44  2.39  0.363
C  -1.26  -2.85  -0.29  -0.686
C  -1.27  -6.05  2.24  -1.423
C  2.75  0.08  -0.88  1.030
C  0.99  0.05  -2.67  0.686
C  -2.56  2.75  0.29  -0.818
C  2.30  -0.12  -2.27  0.383
C  6.99  2.27  3.10  -0.614
C  4.60  2.58  3.19  0.927
C  3.29  2.39  3.89  -1.381
C  4.23  0.14  -0.66  -1.652
C  7.07  3.08  1.98  -0.442
C  2.84  -0.48  -4.61  -0.999
C  3.23  -0.41  -3.28  -0.816
C  -2.18  -5.78  1.05  0.766
C  -1.39  -5.38  -0.20  -1.145
C  1.52  -0.24  -4.96  -0.456
C  5.91  3.64  1.45  -0.705
C  0.58  0.02  -3.98  -0.817
C  5.77  2.03  3.71  -0.353
C  -3.27  -4.76  1.39  -1.400
C  4.68  3.37  2.05  -0.196
H  3.58  -0.71  -5.37  0.436
H  -0.51  -6.80  2.00  0.378
H  -2.99  3.02  -0.67  0.439
H  -2.67  -6.72  0.76  0.327
H  -3.93  -4.56  0.54  0.339
H  2.52  3.04  3.48  0.403
H  -2.24  -2.66  -0.70  0.570
H  -3.89  -5.14  2.20  0.427
H  -1.85  -6.41  3.09  0.418
H  -2.99  3.30  1.12  0.436
H  1.22  -0.27  -6.00  0.437
H  -0.47  0.18  -4.22  0.483
H  4.71  0.68  -1.48  0.525
H  -0.75  -5.14  2.56  0.298
H  5.97  4.29  0.59  0.406
H  4.26  -0.60  -3.02  0.477
H  8.02  3.28  1.51  0.421
H  4.49  0.61  0.28  0.323
H  3.38  2.61  4.95  0.554
H  3.78  3.83  1.66  0.340
H  -0.58  -6.08  -0.38  0.369
H  -2.03  -5.33  -1.08  0.446
H  4.63  -0.88  -0.64  0.382
H  7.89  1.84  3.53  0.406
H  5.72  1.41  4.60  0.387
H  -2.84  -3.82  1.75  0.274

Calculated values
Largest force on an atom (eV/A): 1.32
Charge: +2
Energy above the lowest of the compared OMol25 structures with the same formula, charge and spin (kJ/mol): 0.0
HOMO energy (spin up / spin down) (eV): -13.21 / -13.21

=====

No. 6
This record from the Open Molecules 2025 dataset describes a molecular structure, C20H46BLuNO4P at a distorted geometry. The level of theory is ωB97M-V/def2-TZVPD.

Each line ends with the Mulliken charge.
Element x y z (Å)
Lu  2.76  3.30  -4.79  0.392
P  -3.99  -0.65  1.27  0.649
O  -0.31  -0.15  0.96  -0.226
O  -3.56  -1.26  -0.15  -0.363
O  -5.44  -0.47  1.34  -0.793
O  -3.34  -1.40  2.50  -0.308
N  -0.56  2.89  1.91  -0.181
C  -4.33  -3.67  2.83  -1.103
C  -0.57  3.25  0.55  -0.866
C  5.06  0.71  2.13  -1.557
C  4.99  -0.80  -1.52  -1.103
C  -4.15  -2.53  -0.51  -0.467
C  -2.01  1.26  -1.02  -0.281
C  -3.15  1.65  -0.07  -1.457
C  -3.13  -3.65  -0.41  -0.851
C  0.36  0.75  0.21  0.401
C  3.63  -0.29  -1.97  -0.461
C  4.44  0.34  0.78  0.800
C  5.33  -0.61  -0.02  -0.625
C  0.04  2.60  -1.93  -0.974
C  1.59  2.71  -1.89  -0.878
C  -0.31  -2.13  -0.54  -0.711
C  2.19  1.59  -2.78  -0.445
C  3.62  1.17  -2.42  -0.870
C  -3.19  0.98  1.29  -0.600
C  -4.22  -2.25  3.30  -0.321
C  0.09  -1.53  0.80  -0.369
B  -0.60  1.97  -0.55  0.083
H  1.16  -1.63  0.97  0.251
H  -0.21  -3.20  -0.50  0.583
H  -5.19  -3.85  2.20  0.271
H  6.10  0.97  1.97  0.384
H  2.03  2.76  -0.91  0.314
H  1.55  0.72  -2.73  0.831
H  -2.42  -3.38  0.37  -0.021
H  0.35  3.80  0.36  0.508
H  -1.31  -1.84  -0.83  -0.054
H  -3.84  1.55  1.93  0.585
H  -3.74  -2.29  4.27  0.384
H  0.37  -1.77  -1.30  0.175
H  3.50  -0.18  0.99  -0.343
H  3.35  -0.87  -2.84  0.542
H  4.22  1.27  0.26  -0.006
H  -5.19  -1.80  3.46  0.366
H  -4.48  -4.27  3.72  0.455
H  -2.23  0.90  1.79  0.366
H  4.10  1.85  -1.73  0.441
H  -3.23  2.73  0.06  0.496
H  -0.43  -2.06  1.57  0.513
H  -5.04  -2.72  0.08  0.420
H  4.59  1.61  2.49  0.411
H  2.87  -0.50  -1.23  -0.239
H  0.95  0.24  -0.55  -0.448
H  0.10  3.41  2.47  0.275
H  1.85  3.69  -2.37  0.548
H  -1.48  2.97  2.33  0.290
H  -2.57  -3.78  -1.32  0.329
H  -0.26  2.05  -2.81  0.692
H  -3.59  -4.58  -0.12  0.401
H  -0.35  3.61  -1.99  0.232
H  -4.06  1.37  -0.60  0.639
H  -3.40  -4.02  2.39  0.210
H  -1.90  0.20  -1.13  0.183
H  5.76  -0.41  -2.17  0.357
H  4.98  -1.87  -1.70  0.377
H  4.97  -0.10  2.83  0.372
H  -1.39  3.93  0.30  0.372
H  6.36  -0.30  0.07  0.317
H  1.03  1.32  0.89  0.111
H  4.22  1.20  -3.33  0.694
H  2.13  1.91  -3.85  0.322
H  5.27  -1.57  0.48  0.383
H  -4.48  -2.48  -1.54  0.445
H  -2.26  1.63  -2.01  0.758

Calculated values
Largest force on an atom (eV/A): 3.16
Charge: +2
HOMO energy (eV): -13.62

=====

No. 7
This record from the Open Molecules 2025 dataset describes a single C5H6O molecule. The level of theory is ωB97M-V/def2-TZVPD.

Each line ends with the Mulliken charge.
Element x y z (Å)
O  -0.29  1.43  1.23  -0.499
C  -1.13  1.22  -0.93  -0.400
C  1.35  -0.92  0.85  -1.109
C  -0.48  0.71  0.28  0.117
C  -1.61  1.66  -1.95  0.296
C  -0.05  -0.75  0.27  -0.331
H  -2.02  2.04  -2.86  0.397
H  -0.78  -1.31  0.88  0.278
H  -0.12  -1.16  -0.74  0.305
H  1.41  -0.51  1.86  0.293
H  2.10  -0.42  0.22  0.328
H  1.61  -1.98  0.89  0.325

Calculated values
Largest force on an atom (eV/A): 0.33
Charge: 0
SMILES: C#CC(=O)CC
Energy above the lowest of the compared OMol25 structures with the same formula, charge and spin (kJ/mol): 168.6
HOMO energy (eV): -10.30

=====

No. 8
This record from the Open Molecules 2025 dataset describes 2 unconnected molecules or ions with the total composition C4H12NS at a distorted geometry. The level of theory is ωB97M-V/def2-TZVPD.

Each line ends with the Mulliken charge.
Element x y z (Å)
S  -1.13  0.55  0.60  -0.659
N  2.59  0.58  -1.37  -0.617
C  1.89  1.50  0.76  -1.181
C  -2.37  -0.42  -0.28  -0.486
C  -3.01  -1.50  0.60  -1.013
C  2.09  0.23  -0.05  0.041
H  1.13  -0.34  -0.02  0.018
H  2.86  -0.42  0.38  0.332
H  1.54  1.13  1.71  0.280
H  2.85  2.06  0.72  0.425
H  -3.41  -1.16  1.57  0.266
H  -1.82  -1.00  -1.12  0.138
H  -3.14  0.19  -0.79  0.286
H  1.10  2.08  0.27  0.218
H  1.84  0.95  -1.96  0.191
H  -3.81  -2.01  0.08  0.338
H  3.04  -0.15  -1.91  0.190
H  -2.23  -2.26  0.80  0.233

Calculated values
Largest force on an atom (eV/A): 1.58
Charge: -1
Energy above the lowest of the compared OMol25 structures with the same formula, charge and spin (kJ/mol): 59.5
HOMO energy (eV): -2.31

=====

No. 9
This record from the Open Molecules 2025 dataset describes 3 unconnected molecules or ions with the total composition CHN5O at a distorted geometry. The level of theory is ωB97M-V/def2-TZVPD.

Each line ends with the Mulliken charge.
Element x y z (Å)
O  0.15  1.35  -1.50  -0.412
N  -0.78  -0.27  -0.14  -0.477
N  1.56  -2.35  -1.08  -0.042
N  1.23  -2.32  -0.03  0.033
N  -0.22  1.64  1.48  -0.020
N  -1.06  2.32  1.29  -0.003
C  -0.21  0.57  -0.73  0.557
H  -0.66  -0.94  0.71  0.364

Calculated values
Largest force on an atom (eV/A): 5.44
Charge: 0
SMILES: N=C=O.N#N.N#N
Energy above the lowest of the compared OMol25 structures with the same formula, charge and spin (kJ/mol): 55.5
HOMO energy (eV): -11.00

=====

No. 10
This record from the Open Molecules 2025 dataset describes a molecular structure, C21H14BrCl2N2O4V at a distorted geometry. The level of theory is ωB97M-V/def2-TZVPD.

Each line ends with the Mulliken spin population.
Element x y z (Å)
Br  -1.94  0.58  -6.21  0.000
V  1.19  1.67  0.10  2.777
Cl  4.23  4.12  6.12  -0.001
Cl  -0.54  4.29  3.63  0.000
O  2.90  1.14  0.73  -0.015
O  0.75  2.49  1.68  0.005
O  0.68  2.02  -1.86  -0.029
O  0.01  -0.08  -0.56  0.039
N  -2.42  -3.16  -1.98  0.000
N  -1.22  -2.24  -0.38  0.001
C  -3.01  -5.85  0.53  0.000
C  -1.28  -0.95  -2.43  -0.005
C  -2.50  -4.03  -0.89  0.000
C  -0.47  0.02  -1.84  -0.014
C  3.24  3.63  4.78  -0.005
C  -3.16  -5.25  -0.71  0.000
C  1.91  4.08  4.71  0.021
C  1.24  3.24  -2.44  -0.002
C  -1.72  -0.77  -3.74  -0.001
C  -0.54  1.33  -3.87  0.002
C  -0.13  1.13  -2.58  0.013
C  -1.60  -4.05  1.35  0.000
C  3.73  2.83  3.81  0.022
C  -1.74  -3.45  0.11  0.000
C  1.56  2.88  2.66  0.009
C  -2.24  -5.25  1.55  0.000
C  2.90  2.45  2.73  0.065
C  3.49  1.59  1.74  0.091
C  -1.65  -2.12  -1.61  0.000
C  -1.35  0.35  -4.45  0.002
C  1.09  3.71  3.68  -0.004
H  -3.75  -5.71  -1.49  0.000
H  -2.35  -1.51  -4.22  0.000
H  4.53  1.30  1.87  0.000
H  -2.87  -3.29  -2.88  0.000
H  4.76  2.48  3.86  0.001
H  -3.50  -6.79  0.72  0.000
H  2.31  3.15  -2.41  0.005
H  -2.16  -5.76  2.50  0.000
H  -0.39  -0.99  -0.18  0.005
H  1.52  4.73  5.50  0.000
H  0.91  3.37  -3.46  0.011
H  -1.01  -3.59  2.13  0.000
H  -0.28  2.20  -4.45  0.001
H  0.89  4.07  -1.84  0.005

Calculated values
Multiplicity: 4
Largest force on an atom (eV/A): 2.43
Charge: +1
Expectation value of S²: 3.76
Energy above the lowest of the compared OMol25 structures with the same formula, charge and spin (kJ/mol): 54.3
HOMO energy (spin up / spin down) (eV): -10.87 / -11.33

=====

No. 11
This record from the Open Molecules 2025 dataset describes 2 unconnected molecules or ions with the total composition C3H7OS at a distorted geometry. The level of theory is ωB97M-V/def2-TZVPD.

Each line ends with the Mulliken charge.
Element x y z (Å)
S  0.94  1.46  -0.08  -0.690
O  2.35  -2.70  -1.98  -0.493
C  -0.72  1.52  0.67  -0.479
C  -1.47  0.18  0.88  -0.814
C  1.99  -1.64  -1.52  0.139
H  1.28  -1.61  -0.69  0.061
H  -1.37  2.18  0.09  0.219
H  -0.64  1.99  1.66  0.181
H  -1.79  0.15  1.93  0.256
H  -2.24  -0.17  0.19  0.254
H  2.38  -0.71  -1.94  0.230
H  -0.72  -0.64  0.79  0.136

Calculated values
Largest force on an atom (eV/A): 1.58
Charge: -1
Energy above the lowest of the compared OMol25 structures with the same formula, charge and spin (kJ/mol): 117.8
HOMO energy (eV): -2.46